(1)
Formula: C5H57O24
Source: OMol25
Level of theory: ωB97M-V/def2-TZVPD

E_tot: -55248.486 eV
Multiplicity: 1
LUMO: 0.05998 hartree
Gap between HOMO and LUMO: 2.64 eV
Charge: -1

```
86
C5H57O24 ωB97M-V/def2-TZVPD
C -3.344 -1.035 0.270
C -2.138 -1.714 -0.352
C -1.017 -1.967 0.577
O -0.897 -0.932 1.688
C 0.391 -0.367 1.848
C 0.316 1.084 1.366
H -3.121 -0.054 0.725
H -4.048 -0.826 -0.540
H -3.871 -1.660 0.989
H -1.771 -1.013 -1.124
H -0.100 -2.029 0.003
H -1.168 -2.912 1.104
H 1.169 -0.912 1.327
H 0.638 -0.342 2.908
H 0.769 1.200 0.388
H 0.784 1.760 2.074
H -0.742 1.328 1.331
O -0.336 2.201 -1.585
H -0.369 2.452 -2.518
H -1.142 1.689 -1.438
O 0.016 1.562 -4.305
H 0.920 1.232 -4.293
H -0.104 1.915 -5.198
O 3.301 1.047 2.622
H 3.510 1.823 2.096
H 3.166 1.398 3.509
O 4.036 -0.882 0.407
H 4.204 -0.100 -0.127
H 3.887 -0.519 1.294
O 3.050 -1.576 4.073
H 2.208 -1.952 3.789
H 3.326 -1.049 3.317
O -4.486 2.280 0.375
H -5.001 2.173 1.179
H -3.686 2.737 0.653
O -3.036 -2.435 3.159
H -2.474 -3.137 3.503
H -2.411 -1.771 2.815
O -3.580 -5.373 3.900
H -3.996 -4.664 3.391
H -4.120 -5.458 4.689
O 0.066 -4.689 -0.899
H -0.068 -5.450 -0.326
H 1.012 -4.673 -1.076
O 5.129 2.690 4.280
H 5.720 1.970 4.530
H 5.716 3.354 3.910
O -4.821 1.906 -2.767
H -4.769 1.809 -1.805
H -5.643 2.381 -2.911
O -1.582 -7.488 -0.945
H -2.014 -6.772 -1.433
H -2.111 -7.575 -0.147
O 0.355 4.753 -3.337
H 0.805 4.584 -2.500
H -0.549 4.958 -3.066
O 0.935 3.648 -6.389
H 1.066 4.489 -6.834
H 0.777 3.883 -5.463
O -2.432 1.383 -5.606
H -1.936 1.168 -4.806
H -3.324 1.555 -5.292
O 0.312 4.230 1.281
H -0.361 4.914 1.282
H 0.215 3.762 0.440
O 7.674 1.597 5.520
H 7.789 1.135 6.356
H 8.551 1.914 5.289
O 3.179 5.026 -4.112
H 3.264 4.938 -5.064
H 2.227 4.991 -3.942
O -1.029 0.160 4.502
H -1.688 0.856 4.543
H -1.077 -0.163 3.585
O 4.094 -3.365 -1.490
H 3.780 -2.502 -1.195
H 4.256 -3.840 -0.671
O -3.695 -7.211 -2.933
H -3.776 -6.810 -3.803
H -3.278 -8.066 -3.081
O 1.997 -3.190 1.212
H 2.575 -3.902 1.504
H 2.598 -2.520 0.859
O -2.542 5.547 -2.497
H -3.170 6.139 -2.917
H -2.960 5.274 -1.675
```

(2)
Formula: C5H5Br2N
Source: OMol25
Level of theory: ωB97M-V/def2-TZVPD

E_tot: -146838.799 eV
Multiplicity: 1
ΔE to the lowest compared entry with this formula, charge and spin: 33.0 kcal/mol
LUMO: 0.01618 hartree
Gap between HOMO and LUMO: 10.36 eV

```
13
C5H5Br2N ωB97M-V/def2-TZVPD
C -0.061 -1.470 0.399
C -1.336 0.203 -0.278
C 0.956 -0.557 -0.228
C 0.040 0.573 -0.784
C 0.955 0.848 0.346
N -1.268 -1.167 0.253
Br 0.394 1.186 2.180
Br 2.507 1.941 -0.049
H 0.032 -2.360 0.912
H -1.727 0.770 0.671
H -2.186 0.231 -1.035
H 1.692 -1.172 -0.629
H 0.001 0.974 -1.758
```

(3)
Formula: C5H5BrClPS
Source: OMol25
Level of theory: ωB97M-V/def2-TZVPD

E_tot: -107953.223 eV
Multiplicity: 1
ΔE to the lowest compared entry with this formula, charge and spin: 9.8 kcal/mol
LUMO: -0.00672 hartree
Gap between HOMO and LUMO: 8.38 eV

```
14
C5H5BrClPS ωB97M-V/def2-TZVPD
C -0.283 0.209 -0.081
C -1.482 1.078 -0.114
C -2.332 -1.328 -0.042
C 2.098 -0.313 0.334
C 1.072 0.633 -0.354
P -0.626 -1.547 -0.101
S -2.985 0.304 0.090
Cl -3.432 -2.681 0.230
Br -1.481 2.931 0.044
H 1.903 -1.409 0.288
H 1.988 -0.038 1.361
H 3.047 -0.045 0.050
H 1.390 0.423 -1.492
H 1.124 1.782 -0.212
```

(4)
Formula: C5H5BrN2
Source: OMol25
Level of theory: ωB97M-V/def2-TZVPD

E_tot: -78286.729 eV
SMILES: CC=C(C#N)C#N.Br
Multiplicity: 1
ΔE to the lowest compared entry with this formula, charge and spin: 14.1 kcal/mol
LUMO: -0.01745 hartree
Gap between HOMO and LUMO: 10.00 eV

```
13
C5H5BrN2 ωB97M-V/def2-TZVPD
C -1.227 1.821 0.146
C -0.743 0.564 0.653
C -0.140 -0.408 -0.068
C -0.244 -0.357 -1.529
N -0.313 -0.574 -2.658
C 0.185 -1.682 0.496
N 0.482 -2.804 0.685
H -1.093 2.678 0.833
H -2.323 1.869 -0.038
H -0.850 1.977 -0.811
H -0.875 0.401 1.837
Br 3.586 -1.209 -0.272
H 3.554 -2.276 0.724
```

(5)
Formula: C5H5BrN2
Source: OMol25
Level of theory: ωB97M-V/def2-TZVPD

E_tot: -78284.238 eV
Multiplicity: 1
ΔE to the lowest compared entry with this formula, charge and spin: 71.6 kcal/mol
LUMO: 0.02006 hartree
Gap between HOMO and LUMO: 8.81 eV

```
13
C5H5BrN2 ωB97M-V/def2-TZVPD
C 1.364 -1.316 -1.168
C 0.541 -1.635 -0.190
C -0.212 0.275 -0.005
C -1.507 1.734 1.378
C -0.874 0.601 1.172
N 0.340 0.780 -1.001
N 1.262 -0.004 -1.659
Br 0.430 -3.123 0.784
H 2.071 -1.882 -1.601
H -2.071 2.001 2.318
H -1.586 2.439 0.635
H -1.068 -0.085 1.959
H 1.311 0.217 -2.622
```

(6)
Formula: C5H5BrN4S2
Source: OMol25
Level of theory: ωB97M-V/def2-TZVPD

E_tot: -102933.002 eV
Multiplicity: 1
ΔE to the lowest compared entry with this formula, charge and spin: 75.7 kcal/mol
LUMO (alpha / beta): -0.03196 / -0.03197 hartree
Gap between HOMO and LUMO (alpha / beta): 7.77 / 7.77 eV

```
17
C5H5BrN4S2 ωB97M-V/def2-TZVPD
C 1.969 -0.852 0.437
C 2.894 0.071 0.073
C -0.263 -0.151 -0.106
C 2.510 1.437 -0.346
C -1.721 -0.489 0.060
N 0.599 -0.676 0.648
N 1.759 2.172 0.387
N -0.137 2.154 -0.762
N 0.767 2.815 -0.081
S 0.436 4.324 0.497
S 0.364 0.850 -1.563
Br 4.677 -0.435 -0.027
H 2.249 -1.806 0.709
H 2.990 1.835 -1.160
H -2.015 -1.115 -0.725
H -2.376 0.459 0.206
H -1.806 -1.097 0.957
```

> What is the formula in the first record?

C5H57O24

Repeat the third record exactly.
Formula: C5H5BrClPS
Source: OMol25
Level of theory: ωB97M-V/def2-TZVPD

E_tot: -107953.223 eV
Multiplicity: 1
ΔE to the lowest compared entry with this formula, charge and spin: 9.8 kcal/mol
LUMO: -0.00672 hartree
Gap between HOMO and LUMO: 8.38 eV

```
14
C5H5BrClPS ωB97M-V/def2-TZVPD
C -0.283 0.209 -0.081
C -1.482 1.078 -0.114
C -2.332 -1.328 -0.042
C 2.098 -0.313 0.334
C 1.072 0.633 -0.354
P -0.626 -1.547 -0.101
S -2.985 0.304 0.090
Cl -3.432 -2.681 0.230
Br -1.481 2.931 0.044
H 1.903 -1.409 0.288
H 1.988 -0.038 1.361
H 3.047 -0.045 0.050
H 1.390 0.423 -1.492
H 1.124 1.782 -0.212
```